Molecular formula: C6H8F24KO6P4
Method: DFT, ωB97M-V/def2-TZVPD

Positions of all 49 atoms, in Å:
K: -4.521 -24.874 6.028
P: -2.815 -21.671 5.302
F: -4.411 -21.825 5.593
F: -2.599 -23.087 6.119
F: -3.008 -22.539 3.936
F: -1.239 -21.467 5.067
F: -3.121 -20.253 4.558
F: -2.731 -20.764 6.736
P: -7.250 -27.618 6.230
F: -7.940 -28.316 7.553
F: -6.411 -29.029 5.986
F: -8.438 -28.221 5.310
F: -6.628 -27.064 4.819
F: -8.123 -26.254 6.358
F: -6.033 -26.970 7.060
P: -7.993 -23.552 3.874
F: -9.059 -24.241 4.897
F: -6.749 -23.769 4.893
F: -7.495 -24.973 3.079
F: -6.942 -22.889 2.802
F: -9.221 -23.475 2.842
F: -8.373 -22.093 4.373
P: -3.090 -26.520 2.961
F: -3.768 -27.738 2.157
F: -2.872 -25.679 1.629
F: -4.544 -25.823 3.092
F: -2.524 -25.292 3.897
F: -3.517 -27.269 4.355
F: -1.623 -27.285 3.004
C: -7.526 -25.304 9.980
C: -7.438 -24.011 10.761
O: -6.449 -23.175 10.080
C: -6.138 -23.813 8.989
O: -5.365 -23.425 8.137
O: -6.948 -24.922 8.789
H: -8.600 -25.367 9.802
H: -7.042 -26.197 10.373
H: -6.956 -24.177 11.725
H: -8.371 -23.452 10.705
C: -3.004 -27.410 11.208
C: -1.564 -27.296 10.971
O: -1.538 -26.235 10.037
C: -2.728 -26.185 9.333
O: -2.955 -25.514 8.324
O: -3.615 -27.064 9.959
H: -3.395 -26.732 11.967
H: -3.368 -28.380 11.547
H: -1.171 -28.211 10.529
H: -1.100 -27.109 11.940

Summary:
- expectation value of S² = 0.75
- Kohn-Sham gap (alpha / beta) (eV) = 9.73 / 3.64
- charge = -2
- 2S+1 = 2
- molecular weight (g mol⁻¹) = 795.1